# 1
118
Properties=species:S:1:pos:R:3:forces:R:3 method="wB97M-V/def2-TZVPD" smiles=CCN(CC)CC.CCN(CC)CC.CCN(CC)CC.C1CCOC1.C1CCOC1.C1CCOC1.C1CCOC1 homo_ev=-7.980 energy_ha=-1806.60784 e_lumo_ev=0.590
C 5.04216 1.83363 8.15220 -0.41 -0.78 0.49
C 3.86920 2.41113 9.00486 0.61 -0.83 -0.56
C 3.08479 1.12984 9.36766 0.97 1.43 0.45
O 4.05756 0.12999 9.39254 1.06 -2.10 0.20
C 5.34491 0.48130 8.87749 -0.61 1.64 -0.64
H 5.91715 2.47664 8.05720 -0.16 0.03 -0.04
H 4.66133 1.52906 7.17736 0.08 0.41 -0.25
H 3.25806 3.15994 8.50099 0.19 0.05 0.07
H 4.30577 2.78908 9.92933 -0.18 0.35 -0.03
H 2.26112 0.87398 8.70116 0.02 0.03 -0.11
H 2.74689 1.26313 10.39535 -0.57 -0.22 -0.06
H 5.75990 -0.26220 8.19699 -0.61 -0.26 -0.22
H 6.13570 0.57114 9.62225 -0.39 0.23 0.70
C 1.25771 -2.76819 2.56635 -1.45 0.97 0.83
C 1.47829 -1.62041 1.61223 1.78 -0.85 -1.30
C 2.32025 -2.41216 0.48841 -1.00 0.49 2.30
O 3.07643 -3.37099 1.25501 0.10 -0.39 0.40
C 2.52421 -3.56114 2.60302 -0.67 0.87 -1.66
H 0.39610 -3.35920 2.25580 0.04 -0.17 -0.02
H 1.05886 -2.38133 3.56582 -0.33 -0.09 0.12
H 2.14886 -0.92509 2.11716 -0.07 0.38 -0.25
H 0.59947 -1.11712 1.20915 0.04 -0.11 0.17
H 3.01084 -1.79096 -0.08193 -0.11 -0.15 -0.02
H 1.57419 -2.91654 -0.12565 0.24 -0.11 -0.42
H 3.18640 -3.12199 3.34917 0.36 -0.50 -0.08
H 2.17419 -4.57376 2.80356 1.08 -0.35 -0.08
C -1.60176 -0.45646 -6.33506 1.14 -0.23 1.67
C -0.45606 -1.32846 -6.80883 -0.23 -0.19 -1.08
C -0.86526 -1.43423 -8.33354 1.80 0.19 1.80
O -1.53927 -0.22189 -8.63505 0.01 -0.58 -0.59
C -1.82004 0.51934 -7.44551 -1.19 -0.50 -0.80
H -1.34066 0.05369 -5.40787 -0.18 -0.01 0.16
H -2.38081 -1.18682 -6.11652 -0.74 0.67 -0.27
H -0.45377 -2.31834 -6.35252 -0.04 0.05 0.08
H 0.52049 -0.88492 -6.61456 0.03 0.15 -0.39
H -1.41227 -2.37199 -8.43092 -0.70 0.33 -0.43
H 0.06168 -1.53313 -8.89842 -0.20 0.17 -0.49
H -2.86718 0.81913 -7.48680 -0.11 0.11 -0.08
H -1.23893 1.44143 -7.45932 0.40 -0.16 0.43
C -0.47010 -7.79811 9.36185 -0.75 0.55 -1.19
C -0.26662 -8.23360 7.94195 0.47 -2.00 -0.12
C -1.49087 -7.72931 7.11629 2.29 -0.07 0.45
O -1.90520 -6.60897 7.87757 -1.94 -0.53 -1.78
C -1.13765 -6.48262 8.97793 1.13 0.99 3.49
H 0.49947 -7.65623 9.83923 -0.40 -0.14 0.44
H -1.19056 -8.43289 9.87771 0.32 -0.05 0.33
H -0.07262 -9.30613 7.92967 -0.19 -0.15 -0.55
H 0.68098 -7.76188 7.68191 -0.20 0.13 -0.83
H -2.30544 -8.42880 6.92842 0.07 -0.03 0.24
H -1.01903 -7.41836 6.18421 -0.66 0.21 -0.43
H -1.72924 -6.22885 9.85754 -0.35 0.79 -0.23
H -0.37111 -5.72649 8.80823 0.20 0.29 0.18
C 2.58872 -9.26286 -8.84812 1.26 -1.00 -1.11
C 2.55083 -9.01065 -7.36908 -0.43 -0.53 -0.29
N 3.26244 -10.06373 -6.62073 -0.19 0.24 1.41
C 3.53825 -9.61753 -5.20071 -0.69 0.10 -0.72
C 2.38875 -9.44367 -4.20573 -0.53 0.55 -0.07
C 2.55222 -11.35919 -6.69098 1.00 -0.01 0.06
C 3.41128 -12.45350 -6.01258 -0.10 0.13 -0.06
H 2.50959 -8.38180 -9.48497 -0.73 0.04 0.22
H 1.98182 -10.10422 -9.18260 -0.51 0.42 -0.09
H 3.59013 -9.61332 -9.09800 0.37 -0.04 0.12
H 2.97292 -8.00966 -7.27997 0.20 -0.17 0.89
H 1.49552 -9.00731 -7.09631 -0.29 0.45 0.44
H 4.25482 -10.23580 -4.65998 0.48 -0.05 -0.73
H 3.90441 -8.60263 -5.35562 0.57 -0.17 0.21
H 2.74462 -8.74167 -3.45166 0.01 0.09 0.09
H 1.54040 -8.95820 -4.68814 -0.19 -0.04 0.06
H 2.02656 -10.29633 -3.63138 0.14 -0.37 -0.44
H 2.41531 -11.59610 -7.74607 0.23 -0.12 -0.01
H 1.53682 -11.32425 -6.29619 -0.24 0.14 0.44
H 3.21584 -13.45495 -6.39602 -0.07 0.10 -0.24
H 3.29708 -12.54804 -4.93272 -0.31 0.34 0.08
H 4.46352 -12.21402 -6.16600 0.01 -0.09 -0.24
C 0.57848 11.91071 1.85161 -0.72 -1.30 0.46
C 1.36705 10.58990 1.98993 -0.82 -0.38 0.51
N 0.76078 9.44987 2.77264 -0.43 0.14 -1.70
C 1.52257 8.14476 2.65607 -1.05 0.60 0.78
C 1.79402 7.60307 1.21788 0.17 1.16 0.27
C 0.17513 9.80179 4.08537 1.68 0.95 -0.35
C 1.27123 10.28615 5.09094 -0.63 -0.58 0.80
H 1.03005 12.36559 0.96998 -0.17 0.71 0.42
H 0.49174 12.51092 2.75733 0.68 0.30 -0.15
H -0.46492 11.68097 1.63563 -0.08 -0.11 -0.41
H 1.44560 10.30584 0.94054 0.25 -0.68 0.19
H 2.36304 10.87863 2.32572 0.42 -0.28 0.24
H 0.89529 7.42634 3.18378 -0.03 -0.09 0.09
H 2.39442 8.30481 3.29040 0.72 -0.58 -0.38
H 2.11376 6.57944 1.02278 0.00 -0.26 1.16
H 2.62057 8.18397 0.80865 -0.29 0.25 -0.45
H 0.88957 7.67954 0.61437 0.02 0.51 -0.05
H -0.55674 10.59398 3.92757 0.20 0.32 -0.22
H -0.45748 9.03724 4.53633 0.49 -0.60 -0.24
H 0.83881 10.61010 6.03760 -0.41 0.21 0.00
H 1.89364 9.45788 5.42956 0.22 -0.17 -0.39
H 1.93061 11.10207 4.79497 -0.20 -0.08 -0.56
C -6.01750 3.69061 -2.04557 1.00 0.71 0.06
C -5.75371 5.18055 -2.35001 -1.60 0.14 1.51
N -6.12820 5.75984 -3.61600 0.98 -0.42 -0.41
C -5.45807 7.05858 -3.84049 -0.44 0.01 0.48
C -6.03374 8.23426 -3.01879 -0.52 -0.43 -0.08
C -7.58392 5.72123 -3.86119 1.62 0.75 -2.47
C -7.75369 5.95209 -5.41246 -1.66 -0.22 0.89
H -5.70922 3.68064 -1.00012 -0.47 -0.53 0.29
H -5.26673 3.06417 -2.52725 -0.29 -0.14 -0.42
H -7.02588 3.29505 -2.16725 0.12 0.19 -0.06
H -6.33779 5.75938 -1.63454 -0.47 -0.16 0.87
H -4.77220 5.36151 -1.91184 0.61 0.29 -1.24
H -4.40456 6.98011 -3.57210 -0.02 -0.49 0.08
H -5.43926 7.30766 -4.90148 -0.29 -0.04 -0.07
H -6.91598 8.65553 -3.50075 0.28 0.45 -0.32
H -6.46255 7.91175 -2.06999 0.42 -0.26 0.24
H -5.26059 8.97164 -2.80292 -0.25 0.19 -0.20
H -8.15095 6.56721 -3.47274 0.03 0.05 0.86
H -8.03831 4.79125 -3.51953 0.33 0.03 -0.10
H -7.78935 7.02165 -5.61950 0.53 0.03 -0.09
H -8.78609 5.65896 -5.60304 -0.18 -0.18 -0.35
H -7.12926 5.41928 -6.12961 0.29 -0.01 0.52

***

# 2
47
Properties=species:S:1:pos:R:3:forces:R:3 method="wB97M-V/def2-TZVPD" smiles="CCOC(=O)c1c(C)oc2ccc(OCc3cc(C(=O)OC)oc3C)cc12" homo_ev=-8.305 energy_ha=-1300.81724 e_lumo_ev=0.730
C -1.40764 -4.16105 2.75804 0.01 0.42 0.01
C -0.93219 -2.80554 3.26174 0.38 -0.46 0.05
H -1.03581 -2.72958 4.34646 0.04 0.03 -0.13
H 0.11164 -2.64299 2.97323 -0.16 0.01 0.14
O -1.72813 -1.74326 2.73863 -0.23 0.18 -0.02
C -1.40439 -1.29861 1.50923 0.02 -0.02 0.08
O -0.48234 -1.73653 0.86263 -0.06 0.02 0.00
C -2.28417 -0.22238 1.06508 -0.50 0.36 0.10
C -3.36626 0.33503 1.70339 0.69 -0.64 0.01
O -3.91787 1.32146 0.96843 -0.35 0.16 0.24
C -3.19363 1.42711 -0.18005 0.99 -0.48 -0.62
C -3.37998 2.30625 -1.23497 -0.14 -0.09 0.33
C -2.49966 2.21269 -2.28976 0.20 -0.08 -0.10
C -1.45649 1.26846 -2.30883 -0.26 0.05 0.20
C -1.27431 0.39062 -1.25399 0.09 -0.02 -0.20
C -2.15571 0.48275 -0.18246 -0.56 0.45 0.05
H -0.48839 -0.34374 -1.22155 0.09 -0.05 -0.04
O -0.67714 1.30878 -3.42745 -0.10 0.16 -0.03
C 0.38110 0.38237 -3.54657 0.25 -0.13 -0.14
C 1.48564 0.57136 -2.55089 0.09 0.63 0.21
C 1.85947 1.72757 -1.90462 -0.56 -0.38 -0.71
O 2.91028 1.49269 -1.10491 0.19 0.22 0.27
C 3.23504 0.18487 -1.22495 -0.50 -0.71 -0.63
C 2.37923 -0.42761 -2.10714 0.59 0.38 0.61
H 2.39789 -1.46017 -2.38773 0.06 -0.28 -0.02
C 4.36253 -0.37962 -0.48913 0.27 -0.04 0.15
O 4.73046 -1.52589 -0.58736 -0.13 0.14 -0.03
O 4.95313 0.52765 0.30485 -0.33 0.24 -0.17
C 6.06537 0.05753 1.04855 0.27 -0.30 0.11
H 6.84900 -0.29868 0.37613 -0.04 0.04 0.09
H 6.41816 0.90264 1.63395 -0.03 -0.03 -0.04
H 5.76580 -0.76519 1.70138 0.06 0.08 -0.03
C 1.29874 3.10259 -1.94260 0.16 -0.11 0.18
H 2.07088 3.81594 -1.66578 0.02 0.09 -0.01
H 0.47180 3.19495 -1.23720 -0.06 0.05 0.03
H 0.92172 3.32794 -2.93641 0.00 0.03 -0.01
H 0.00397 -0.64701 -3.48003 0.00 0.09 -0.03
H 0.76401 0.54230 -4.56146 -0.12 -0.11 0.15
H -2.59177 2.86864 -3.14038 -0.03 0.09 -0.10
H -4.17868 3.02972 -1.22786 -0.09 0.11 -0.03
C -3.99123 0.03026 3.01262 -0.11 0.15 -0.07
H -4.28379 -1.01679 3.05550 -0.03 -0.01 0.03
H -3.28092 0.20411 3.81876 -0.01 0.00 0.04
H -4.86411 0.66261 3.15197 -0.04 0.01 0.05
H -2.45714 -4.30807 3.00258 -0.08 -0.06 0.04
H -1.28377 -4.21766 1.67952 0.01 -0.05 -0.06
H -0.82032 -4.94855 3.22140 0.05 -0.12 0.05

***

# 3
35
Properties=species:S:1:pos:R:3:forces:R:3 method="wB97M-V/def2-TZVPD" homo_ev="-8.681 / -8.622" s2=0.7730 energy_ha=-2343.37294 multiplicity=2 e_lumo_ev="-1.312 / -0.707"
Cr -0.07760 0.84403 0.29078 0.47 1.61 0.41
C 1.18740 2.80965 0.53228 -0.13 -0.60 -0.24
C -0.03239 2.99696 1.21497 -0.33 0.21 -0.10
C -1.08359 2.93770 0.27166 0.20 0.10 0.09
C -0.51412 2.65603 -0.98756 0.17 -0.07 -0.20
C 0.89384 2.55682 -0.82442 0.00 0.25 -0.35
H 2.17195 2.84618 0.96868 -0.02 -0.23 0.07
H -0.14170 3.25383 2.25561 -0.02 -0.26 0.06
H -2.11915 3.16340 0.46519 -0.06 -0.27 0.07
H -1.03699 2.62656 -1.93020 -0.05 -0.22 0.03
H 1.61132 2.48016 -1.62589 0.01 -0.24 0.04
C 0.22356 -2.31036 -2.56519 -0.05 0.03 0.02
C 0.39138 -1.32466 -1.46334 0.06 0.11 0.13
N -0.48636 -0.40456 -1.15694 -0.27 0.28 -0.04
O -1.56621 -0.25799 -2.02065 -0.10 -0.15 -0.26
C 1.53152 -1.30155 -0.60912 0.12 -0.12 -0.18
C 2.69487 -2.23528 -0.64897 -0.14 0.13 0.11
N 1.41403 -0.32475 0.27152 0.21 0.38 0.24
O 2.22908 -0.00842 1.17654 0.09 -0.29 -0.05
H -0.50120 -1.96495 -3.29556 0.00 -0.01 0.01
H -0.12908 -3.25213 -2.13785 0.01 -0.02 -0.04
H 1.17924 -2.49867 -3.05065 0.01 -0.02 0.01
H -2.34914 -0.45222 -1.48852 -0.02 -0.02 0.15
H 2.37663 -3.26370 -0.47166 0.04 -0.02 0.00
H 3.38783 -1.94108 0.13681 0.03 -0.05 -0.02
H 3.20693 -2.18932 -1.61127 0.02 -0.03 0.00
O 0.30606 -1.54730 3.27540 0.22 0.29 0.22
C -0.37758 -1.29274 2.35703 -0.46 -0.85 -0.28
F -0.63976 -2.28022 1.41806 0.08 0.19 0.10
C -1.06565 -0.06052 1.93779 -0.07 0.16 -0.11
F -0.99385 0.86320 2.98529 -0.04 -0.17 0.08
C -2.54719 -0.24837 1.66482 -0.16 -0.03 -0.21
F -2.78863 -1.00257 0.56048 0.05 0.09 0.09
F -3.13284 0.94613 1.43791 0.06 -0.09 0.03
F -3.22260 -0.81929 2.66696 0.03 -0.06 0.12

***

# 4
18
Properties=species:S:1:pos:R:3:forces:R:3 method="wB97M-V/def2-TZVPD" smiles="NC(=O)NCCO.O" homo_ev=-9.544 energy_ha=-455.53867 e_lumo_ev=0.475
C 0.67921 -1.75326 -1.10826 1.69 -1.20 0.90
C 0.88538 -2.07666 0.38843 -0.20 -0.64 -0.56
O 0.06839 -1.33001 1.25905 -0.62 -0.85 -0.14
N 1.50397 -0.67024 -1.59644 -0.81 1.53 0.07
C 0.97201 0.50249 -2.07331 -1.66 -0.15 -0.14
N -0.43571 0.65293 -1.86291 0.16 -0.46 -0.87
O 1.53920 1.31034 -2.76173 1.18 0.22 -0.18
H 1.00192 -2.67238 -1.62008 -0.14 0.15 -0.14
H -0.36348 -1.59522 -1.33340 -0.09 0.26 -0.01
H 0.63951 -3.13959 0.49286 -0.39 0.19 0.24
H 1.93533 -2.04612 0.70122 0.08 0.36 -0.28
H 0.50158 -0.52341 1.46787 0.56 1.06 0.29
H 2.50806 -0.63739 -1.50947 -0.07 -0.50 -0.11
H -0.77227 0.93451 -0.96947 0.04 -0.14 0.74
H -0.83233 1.23676 -2.58718 0.29 0.19 0.17
H -3.90278 3.67373 4.79914 -1.04 -0.49 -0.29
H -2.86723 4.08374 3.69213 -0.36 -0.19 -0.51
O -3.06075 4.04977 4.62154 1.40 0.68 0.80

***

# 5
31
Properties=species:S:1:pos:R:3:forces:R:3 method="wB97M-V/def2-TZVPD" smiles=Cc1ccc(O)cc1.Cc1ccccc1 homo_ev=-8.238 energy_ha=-618.22514 e_lumo_ev=0.784
C -2.21755 0.48030 1.78395 -0.96 -0.12 0.18
C 1.16771 -0.17287 3.29727 0.78 1.55 2.62
C 0.92008 -1.46861 3.75235 1.16 -1.50 0.82
C 0.04748 0.56367 2.90116 0.98 0.12 -1.87
C -1.02604 -0.20900 2.44281 -2.85 0.66 0.53
C -0.26661 -2.14308 3.57885 -1.58 -1.06 -0.88
C -1.30134 -1.52687 2.85821 -0.04 0.06 -0.79
H 2.13290 0.38293 3.62029 -1.66 -1.18 -0.77
H 1.59497 -2.11349 4.35994 0.32 1.15 -0.79
H 0.08451 1.69405 2.72743 -0.04 -1.86 0.10
H -0.35378 -3.21180 3.89075 0.05 1.14 0.00
H -1.95135 1.20199 1.04836 0.75 1.39 0.02
H -2.88338 0.94493 2.59954 0.69 -0.72 -1.52
H -2.33907 -1.96988 2.53716 2.39 0.60 0.85
H -2.76891 -0.15186 1.03773 0.03 -0.24 1.46
C 2.30911 -0.89438 -1.87624 -0.11 -1.45 3.71
C -0.76106 1.49242 -3.33931 0.91 -1.34 -1.22
C 0.34291 2.11103 -2.75073 -0.47 0.60 0.00
C -0.83876 0.09258 -3.34222 -1.05 2.63 0.34
C 1.29824 1.31806 -2.15733 0.04 -0.09 1.42
C 0.02199 -0.61271 -2.61535 -0.62 -3.54 0.23
C 1.10440 -0.04759 -2.07579 3.29 0.77 -0.02
O -1.66464 2.06415 -4.19220 0.32 1.58 0.81
H 0.54207 3.17613 -2.75331 -0.46 0.14 -0.21
H -1.51468 3.01823 -4.07668 -0.46 -0.22 -0.47
H -1.62708 -0.31196 -3.88398 -1.34 -0.88 -0.76
H 2.14070 1.72444 -1.57070 -0.32 0.07 -0.88
H -0.07921 -1.71221 -2.48665 0.00 0.75 -0.46
H 2.69371 -1.39360 -2.70017 0.98 0.26 -2.43
H 2.09155 -1.86517 -1.37205 -0.49 0.66 0.57
H 3.10112 -0.45984 -1.24311 -0.23 0.09 -0.58